Record 1
Density functional theory data (ωB97M-V/def2-TZVPD) for a cluster of 9 separate species, C40H105N7O14 in total at a distorted geometry.

Each line ends with the Löwdin charge.
Positions of all 166 atoms, in Å:
C 0.7435 34.6014 -10.9421  -0.09
O 0.6305 33.2468 -10.5427  -0.22
C 1.7480 32.7267 -9.8615  -0.23
C 1.6125 31.2355 -9.7032  -0.44
C 0.4698 30.8960 -8.7463  -0.06
N 2.8736 30.6574 -9.2337  0.03
H 1.1942 35.2348 -10.1696  0.10
H -0.2759 34.9237 -11.1318  0.07
H 1.3510 34.6358 -11.8560  0.07
H 2.6533 32.9271 -10.4679  0.13
H 1.9396 33.3073 -8.9443  0.13
H 1.3856 30.8264 -10.6883  0.14
H 0.6422 31.2693 -7.7325  0.08
H 0.3701 29.8131 -8.6187  0.07
H -0.4848 31.2923 -9.1009  0.06
H 3.0669 30.8775 -8.2574  0.07
H 2.7030 29.6525 -9.1722  0.07
C -8.0835 34.5617 -16.0971  -0.11
O -8.0485 35.0319 -14.7714  -0.18
C -6.7606 34.9336 -14.1828  -0.21
C -6.6674 35.9558 -13.0489  -0.41
C -6.8018 37.3713 -13.5647  -0.04
N -5.4414 35.7858 -12.2540  0.07
H -9.0907 34.2202 -16.3435  0.09
H -7.4591 33.6675 -16.2340  0.08
H -7.7730 35.3291 -16.8127  0.09
H -6.6451 33.9282 -13.7473  0.13
H -5.9890 35.0912 -14.9506  0.11
H -7.5746 35.7465 -12.4665  0.14
H -6.5912 38.1510 -12.8303  0.06
H -7.7773 37.5453 -14.0124  0.08
H -6.0347 37.5714 -14.3295  0.07
H -4.6733 35.9845 -12.9024  0.06
H -5.3321 34.7858 -12.0688  0.07
C 2.2619 38.0061 -12.3212  -0.13
O 0.8916 37.6937 -12.3067  -0.21
C 0.1118 38.8498 -11.9970  -0.20
C -1.3215 38.4958 -12.3032  -0.21
N -2.2567 39.5461 -11.8774  -0.04
C -3.6250 39.2544 -12.2835  -0.22
C -4.5034 40.4001 -11.8465  -0.24
O -4.2642 41.4866 -12.7121  -0.19
C -5.0156 42.6286 -12.3635  -0.11
H 2.8142 37.2128 -12.8453  0.08
H 2.7363 37.9478 -11.3280  0.09
H 2.4772 38.9524 -12.8237  0.09
H 0.4461 39.6981 -12.6020  0.12
H 0.2131 39.0547 -10.9278  0.13
H -1.6607 37.5780 -11.8003  0.12
H -1.4617 38.2422 -13.3600  0.07
H -2.0013 40.4254 -12.3267  0.11
H -3.8832 38.3019 -11.8307  0.09
H -3.7442 39.1662 -13.3736  0.12
H -4.3238 40.6212 -10.7864  0.12
H -5.5682 40.1167 -11.9151  0.11
H -4.9235 42.8449 -11.2890  0.09
H -6.0846 42.4422 -12.5485  0.09
H -4.6658 43.4876 -12.9270  0.08
C -4.3806 32.7459 -16.9450  -0.10
O -3.3714 32.1549 -17.7424  -0.20
C -2.0916 32.2572 -17.1403  -0.23
C -1.1662 31.3116 -17.8627  -0.19
N 0.2489 31.5518 -17.5272  -0.07
C 1.1005 30.5458 -18.1752  -0.19
C 2.5025 30.6402 -17.6209  -0.22
O 2.5031 30.0540 -16.3334  -0.18
C 3.4727 30.6250 -15.5055  -0.12
H -4.1684 33.8087 -16.8033  0.07
H -4.4897 32.2342 -15.9788  0.09
H -5.3209 32.6015 -17.4759  0.09
H -2.1199 32.0669 -16.0570  0.12
H -1.7601 33.3025 -17.2460  0.11
H -1.2250 31.4287 -18.9470  0.12
H -1.4635 30.2898 -17.5727  0.13
H 0.3468 31.4846 -16.5170  0.09
H 1.0490 30.6457 -19.2582  0.12
H 0.6737 29.5765 -17.8733  0.12
H 2.8613 31.6714 -17.5904  0.12
H 3.1297 30.0441 -18.3004  0.13
H 3.2020 31.6241 -15.1399  0.07
H 4.4368 30.7149 -16.0177  0.09
H 3.5969 29.9977 -14.6242  0.09
C -4.7405 36.6867 -17.0782  -0.11
O -4.9143 35.7313 -18.0858  -0.20
C -3.7264 35.5865 -18.8202  -0.25
C -3.7810 34.5101 -19.8708  -0.20
N -4.5542 34.8542 -21.0400  -0.04
C -5.9787 34.8143 -20.7897  -0.21
C -6.7462 34.8753 -22.0805  -0.25
O -6.4553 33.7527 -22.8701  -0.19
C -7.2151 33.6776 -24.0486  -0.11
H -4.0313 36.3392 -16.3219  0.07
H -5.7239 36.9125 -16.6657  0.08
H -4.3929 37.6594 -17.4555  0.10
H -2.9115 35.2992 -18.1231  0.10
H -3.3269 36.5461 -19.1833  0.13
H -4.1572 33.5859 -19.4052  0.11
H -2.7440 34.2796 -20.1236  0.10
H -4.2734 34.3915 -21.8856  0.11
H -6.3419 35.6221 -20.1515  0.12
H -6.2256 33.8902 -20.2377  0.13
H -6.4631 35.7843 -22.6441  0.13
H -7.8271 35.0287 -21.9278  0.12
H -6.9965 34.5481 -24.6825  0.09
H -8.2744 33.7355 -23.7742  0.09
H -6.9572 32.7689 -24.5758  0.09
C -7.0555 40.0395 -8.6368  -0.13
O -5.8008 39.4467 -8.8062  -0.20
C -5.8528 38.0329 -8.9143  -0.21
C -4.4263 37.5410 -9.0463  -0.20
N -4.4955 36.1441 -9.4732  -0.06
C -3.2239 35.4608 -9.2862  -0.21
C -3.3208 33.9992 -9.6698  -0.21
O -3.4202 33.8390 -11.0779  -0.21
C -3.3368 32.5110 -11.4736  -0.13
H -7.7617 39.3936 -8.0973  0.09
H -7.4872 40.3830 -9.5830  0.08
H -6.9747 40.9073 -7.9716  0.08
H -6.4135 37.7631 -9.8138  0.12
H -6.2919 37.6137 -8.0066  0.12
H -3.8728 37.6867 -8.1179  0.12
H -3.8914 38.1225 -9.8073  0.10
H -4.8333 36.0807 -10.4503  0.06
H -2.9434 35.4972 -8.2309  0.12
H -2.4488 35.9489 -9.9010  0.11
H -4.1416 33.5150 -9.1234  0.13
H -2.4037 33.5071 -9.3110  0.11
H -3.4187 32.4381 -12.5606  0.08
H -4.1089 31.8466 -11.0610  0.09
H -2.3689 32.0535 -11.2171  0.09
C -0.6045 35.7438 -21.6995  -0.11
O 0.3463 35.7740 -20.6611  -0.17
C -0.0628 35.1424 -19.4761  -0.24
C 1.0973 35.2752 -18.5081  -0.20
N 0.7098 34.6827 -17.2442  -0.07
C 1.7636 34.8430 -16.2237  -0.18
C 1.3599 34.3152 -14.8782  -0.22
O 1.0682 32.9419 -15.0046  -0.23
C 0.6850 32.3296 -13.8001  -0.09
H -0.6717 34.7466 -22.1709  0.09
H -0.2352 36.4098 -22.4804  0.09
H -1.6306 36.0171 -21.4204  0.08
H -0.3349 34.0844 -19.5967  0.13
H -0.9445 35.6702 -19.0881  0.10
H 1.3499 36.3267 -18.3769  0.13
H 1.9250 34.7097 -18.9653  0.13
H 0.5391 33.6742 -17.3263  0.07
H 1.9920 35.9049 -16.1083  0.11
H 2.6394 34.3042 -16.6172  0.12
H 0.4572 34.8216 -14.5238  0.10
H 2.1779 34.4273 -14.1557  0.13
H 0.3743 31.3133 -14.0273  0.10
H -0.0975 32.8959 -13.2895  0.08
H 1.5653 32.2847 -13.1467  0.09
C -0.2859 37.7729 -15.6047  -0.13
O -1.1615 37.0060 -16.4274  -0.15
H 0.1212 37.1677 -14.7921  0.07
H 0.5415 38.1584 -16.2131  0.09
H -0.8390 38.6301 -15.2359  0.08
H -0.6268 36.3549 -16.9165  0.04
C -2.3715 35.0621 -13.9894  -0.11
O -2.8930 36.3711 -14.2419  -0.17
H -3.1754 34.4490 -13.5902  0.05
H -1.9607 34.7199 -14.9442  0.08
H -1.5569 35.0498 -13.2530  0.07
H -2.4586 36.7521 -15.0333  0.03

Its highest occupied orbital energy is -0.29816 hartree. The LUMO energy comes out at 0.56 eV. Its frontier orbital gap is 8.68 eV. As for the total energy: -3023.40405 Ha. As for the SMILES: COC[C@H](C)N.COC[C@H](C)N.COCCNCCOC.COCCNCCOC.COCCNCCOC.COCCNCCOC.COCCNCCOC.CO.CO. The energy above the lowest of the compared OMol25 structures with the same formula, charge and spin comes out at 0.0 kcal per mole.

Record 2
Density functional theory data (ωB97M-V/def2-TZVPD) for a cluster of 10 separate species, C40H108N8O11 in total at a distorted geometry.

Each line ends with the Löwdin charge.
Positions of all 167 atoms, in Å:
C -19.4005 -4.1826 0.1581  -0.10
O -18.3161 -3.2803 0.0816  -0.18
C -17.1872 -3.8025 -0.5481  -0.25
C -16.6020 -2.8671 -1.5723  -0.44
C -15.6052 -3.5152 -2.5047  -0.06
N -16.1032 -1.5703 -1.0601  0.05
H -19.6557 -4.5256 -0.8508  0.09
H -20.2686 -3.6207 0.5033  0.09
H -19.1959 -5.0047 0.8466  0.09
H -16.4137 -4.1776 0.1534  0.13
H -17.3948 -4.7703 -1.0449  0.12
H -17.4664 -2.5493 -2.1763  0.14
H -16.0458 -3.9532 -3.3976  0.07
H -15.0162 -4.2843 -1.9850  0.08
H -14.8396 -2.8059 -2.8258  0.07
H -16.6057 -1.3804 -0.1936  0.07
H -15.1428 -1.7147 -0.7349  0.02
C -13.7465 -12.1323 0.7861  -0.12
O -14.5137 -11.1325 0.1666  -0.20
C -14.6687 -9.9936 0.9859  -0.23
C -15.4328 -8.9408 0.2189  -0.42
C -14.5824 -8.3093 -0.8872  -0.06
N -15.9520 -7.9269 1.1828  0.03
H -13.7779 -13.0405 0.1810  0.09
H -14.1530 -12.3775 1.7730  0.09
H -12.6863 -11.8531 0.8325  0.08
H -15.2363 -10.2681 1.8835  0.13
H -13.6855 -9.5673 1.2347  0.14
H -16.3091 -9.3439 -0.2937  0.13
H -13.9408 -7.4903 -0.5465  0.08
H -15.1701 -7.9493 -1.7310  0.06
H -13.8657 -9.0517 -1.2541  0.06
H -15.9076 -7.0302 0.7066  0.05
H -15.2720 -7.8212 1.9332  0.06
C -3.7488 -5.5613 -6.2611  -0.11
O -3.9067 -5.1725 -4.9237  -0.18
C -4.7062 -4.0263 -4.7189  -0.20
C -5.5069 -4.2248 -3.4381  -0.42
C -6.6817 -5.1956 -3.5932  -0.05
N -5.9280 -2.9808 -2.7769  0.04
H -4.7029 -5.8827 -6.6981  0.07
H -3.0789 -6.4195 -6.2711  0.09
H -3.3114 -4.7513 -6.8550  0.09
H -4.0756 -3.1322 -4.6440  0.13
H -5.4019 -3.8839 -5.5585  0.10
H -4.8412 -4.7339 -2.7281  0.14
H -7.3201 -4.8220 -4.4038  0.07
H -7.2451 -5.1742 -2.6626  0.06
H -6.3412 -6.1958 -3.8498  0.08
H -5.0939 -2.5007 -2.4597  0.08
H -6.3930 -2.3846 -3.4603  0.04
C -11.6340 -0.5214 3.8685  -0.12
O -11.8621 -0.1322 2.5410  -0.18
C -12.3527 -1.1732 1.7406  -0.23
C -12.3324 -0.7596 0.2852  -0.43
C -13.2827 0.4164 0.0909  -0.05
N -12.8888 -1.8890 -0.4711  0.04
H -12.5885 -0.6374 4.4037  0.09
H -11.0437 0.2171 4.4035  0.08
H -11.1275 -1.4949 3.9141  0.08
H -11.6619 -2.0221 1.8728  0.13
H -13.3796 -1.4858 1.9699  0.13
H -11.3050 -0.5734 -0.0465  0.13
H -14.2729 0.0734 0.3903  0.07
H -13.2662 0.7660 -0.9409  0.08
H -13.0280 1.2323 0.7668  0.08
H -13.0911 -1.5798 -1.4116  0.05
H -12.3896 -2.7662 -0.4756  0.08
C -11.3190 -14.0019 -3.8027  -0.11
O -10.7935 -12.7277 -3.5030  -0.17
C -11.7159 -11.6938 -3.7319  -0.23
C -11.1780 -10.4000 -3.1680  -0.37
C -11.1961 -10.3216 -1.6460  -0.05
N -11.9524 -9.2210 -3.6979  0.06
H -11.9271 -14.3692 -2.9707  0.09
H -10.4785 -14.6725 -3.9769  0.09
H -11.9119 -13.9961 -4.7248  0.09
H -11.8586 -11.5478 -4.8176  0.12
H -12.7136 -11.9105 -3.3209  0.13
H -10.1431 -10.2106 -3.4582  0.14
H -10.3701 -10.9246 -1.2496  0.07
H -12.0827 -10.7504 -1.1754  0.06
H -10.9674 -9.3068 -1.3296  0.08
H -11.3704 -8.8495 -4.4470  0.07
H -12.7694 -9.5473 -4.2136  0.04
C -9.8163 -6.9593 -11.2947  -0.11
O -9.1829 -7.7076 -10.2726  -0.19
C -9.3659 -7.1331 -8.9943  -0.23
C -8.2469 -7.5591 -8.0929  -0.43
C -8.6346 -7.8033 -6.6432  -0.06
N -7.1666 -6.5455 -8.1286  0.04
H -10.8959 -6.9513 -11.1020  0.09
H -9.6598 -7.4621 -12.2465  0.09
H -9.3977 -5.9509 -11.3481  0.09
H -9.3607 -6.0313 -9.0806  0.12
H -10.3841 -7.3151 -8.6168  0.13
H -7.8250 -8.4909 -8.4919  0.14
H -9.5273 -8.4210 -6.5270  0.07
H -8.9274 -6.8396 -6.2140  0.06
H -7.7900 -8.1663 -6.0612  0.08
H -7.0321 -6.2385 -9.0865  0.07
H -6.2845 -6.9669 -7.8596  0.05
C -7.7258 -2.1306 -6.3292  -0.11
O -7.5598 -1.9131 -4.9586  -0.23
C -8.4224 -0.9081 -4.4365  -0.18
C -9.4487 -1.5929 -3.5242  -0.43
C -10.6143 -0.6843 -3.1889  -0.07
N -8.9323 -2.0568 -2.2448  0.06
H -6.9811 -2.8414 -6.6952  0.07
H -7.6177 -1.2152 -6.9222  0.09
H -8.6831 -2.5986 -6.6048  0.09
H -7.8056 -0.1805 -3.9041  0.13
H -8.9926 -0.4031 -5.2216  0.12
H -9.7798 -2.4409 -4.1274  0.12
H -10.4456 0.1403 -2.4948  0.08
H -11.3949 -1.3016 -2.7346  0.05
H -11.1539 -0.2554 -4.0426  0.08
H -8.1066 -2.6436 -2.3478  0.03
H -8.6419 -1.2884 -1.6513  0.08
C -15.9335 -5.7937 -6.9658  -0.09
O -14.8066 -5.9530 -6.1048  -0.20
C -15.0866 -6.6148 -4.8880  -0.22
C -15.4731 -8.0707 -5.0618  -0.20
N -14.3796 -8.8277 -5.6655  -0.06
C -14.7151 -10.2233 -5.8937  -0.21
C -15.8623 -10.5219 -6.8751  -0.21
O -17.1487 -10.6642 -6.3059  -0.20
C -17.2476 -11.5963 -5.2480  -0.11
H -15.4930 -5.3314 -7.8474  0.09
H -16.6444 -5.0901 -6.5215  0.09
H -16.4243 -6.7328 -7.2185  0.07
H -15.8545 -6.0595 -4.3369  0.11
H -14.1559 -6.6193 -4.3151  0.10
H -16.3604 -8.1205 -5.7153  0.10
H -15.7855 -8.4959 -4.1050  0.12
H -14.0986 -8.2959 -6.4827  0.12
H -14.9413 -10.6001 -4.8878  0.10
H -13.8311 -10.8107 -6.1588  0.11
H -15.5994 -11.4196 -7.4497  0.12
H -15.9474 -9.6596 -7.5394  0.12
H -18.3035 -11.8600 -5.1793  0.09
H -16.9549 -11.1418 -4.2989  0.08
H -16.6941 -12.5192 -5.4485  0.09
C -5.7248 -9.2326 -1.0697  -0.05
C -6.9913 -8.9906 -0.2635  -0.48
C -7.6968 -7.6673 -0.5525  -0.04
O -7.9671 -9.9995 -0.5569  -0.07
H -5.4422 -10.2815 -0.9374  0.07
H -4.9393 -8.5593 -0.7359  0.08
H -5.9444 -9.1425 -2.1351  0.08
H -6.7649 -9.0037 0.8107  0.13
H -8.7721 -7.8177 -0.5057  0.07
H -7.4971 -7.3545 -1.5862  0.06
H -7.3296 -6.8480 0.0630  0.08
H -7.5435 -10.8532 -0.6852  0.08
C -11.8696 -4.2900 -3.4264  -0.05
C -11.5987 -5.7313 -3.7310  -0.48
C -10.1054 -6.0227 -3.7639  -0.05
O -12.2207 -6.5230 -2.6950  -0.10
H -11.3541 -3.8464 -2.5741  0.07
H -12.9382 -4.1072 -3.2922  0.06
H -11.5923 -3.7244 -4.3247  0.08
H -12.0756 -6.0412 -4.6685  0.13
H -9.6921 -5.4884 -4.6316  0.06
H -9.8486 -7.0751 -3.8752  0.07
H -9.5811 -5.5885 -2.9111  0.07
H -12.1963 -7.4468 -3.0006  0.02

Its highest occupied orbital energy is -0.32000 hartree. The LUMO energy comes out at 0.39 eV. Its frontier orbital gap is 9.10 eV. As for the total energy: -2854.28939 Ha. As for the SMILES: COC[C@H](C)N.COC[C@H](C)N.COC[C@H](C)N.COC[C@H](C)N.COC[C@H](C)N.COC[C@H](C)N.COC[C@H](C)N.COCCNCCOC.CC(C)O.CC(C)O. The energy above the lowest of the compared OMol25 structures with the same formula, charge and spin comes out at 0.0 kcal per mole.

Question: The highest LUMO energy belongs to which entry?
Answer: C40H105N7O14

Question: Among the records above, which one has the highest highest occupied orbital energy?
Answer: C40H105N7O14